Entry 1:
Formula: C3H3FN2
Source: the Open Molecules 2025 dataset
Level of theory: ωB97M-V/def2-TZVPD

Element x y z (Å)
F1 0.91 -1.73 -1.16
C1 0.41 -0.63 -0.57
C2 0.52 -0.69 0.89
N1 -0.25 0.30 1.32
N2 -0.57 0.95 0.24
C3 -0.39 0.36 -0.93
H1 0.73 -1.49 1.78
H2 -0.79 2.04 0.37
H3 -0.56 0.89 -1.93

Computed properties:
Energy, Eh: -325.40061
Largest force on an atom, eV/A: 8.01
Kohn-Sham gap, eV: 10.05
Relative energy (zero: lowest compared OMol25 entry of this formula, charge and spin), kcal per mole: 57.1
Lowest unoccupied orbital energy, eV: 0.83


Entry 2:
Formula: C3H3FN2O
Source: the Open Molecules 2025 dataset
Level of theory: ωB97M-V/def2-TZVPD

Element x y z (Å)
O1 -2.62 -0.82 0.52
N1 -1.86 0.03 0.29
N2 -1.59 1.23 0.37
C1 -0.62 0.40 -0.39
C2 0.62 0.05 0.36
C3 1.73 -0.33 -0.23
F1 2.74 -0.72 0.55
H1 -0.56 0.57 -1.56
H2 0.35 -0.07 1.38
H3 1.82 -0.34 -1.30

Computed properties:
Energy, Eh: -400.54758
Largest force on an atom, eV/A: 4.05
Kohn-Sham gap, eV: 10.39
Relative energy (zero: lowest compared OMol25 entry of this formula, charge and spin), kcal per mole: 125.3
Lowest unoccupied orbital energy, eV: 0.70


Entry 3:
Formula: C3H3FN2S
Source: the Open Molecules 2025 dataset
Level of theory: ωB97M-V/def2-TZVPD

Element x y z (Å)
F1 0.15 -1.75 1.36
C1 -0.32 -0.66 0.66
C2 -1.60 -0.07 0.52
N1 -1.43 0.78 -0.58
C3 -0.25 0.73 -1.05
N2 0.58 -0.04 -0.24
S1 2.30 -0.40 -0.52
H1 -2.32 -0.42 1.14
H2 0.06 1.49 -1.67
H3 2.83 0.35 0.37

Computed properties:
Energy, Eh: -723.61096
Largest force on an atom, eV/A: 7.49
Kohn-Sham gap, eV: 9.48
Relative energy (zero: lowest compared OMol25 entry of this formula, charge and spin), kcal per mole: 45.7
Lowest unoccupied orbital energy, eV: 0.34


Entry 4:
Formula: C3H3FN2S
Source: the Open Molecules 2025 dataset
Level of theory: ωB97M-V/def2-TZVPD

Element x y z (Å)
C1 0.19 0.01 -0.27
C2 0.11 -0.09 1.36
C3 -0.92 -0.11 -1.21
N1 1.26 0.16 1.89
N2 2.22 0.41 1.09
F1 -1.01 -0.38 1.99
S1 1.80 0.39 -0.51
H1 -1.24 0.88 -1.53
H2 -0.64 -0.68 -2.09
H3 -1.77 -0.60 -0.72

Computed properties:
Energy, Eh: -723.50611
Largest force on an atom, eV/A: 4.66
Kohn-Sham gap (spin up / spin down), eV: 7.00 / 7.50
Relative energy (zero: lowest compared OMol25 entry of this formula, charge and spin), kcal per mole: 14.6
Lowest unoccupied orbital energy (spin up / spin down), eV: 0.63 / -2.47
⟨S²⟩: 2.022
Spin multiplicity: 3


Entry 5:
Formula: C3H3FO2
Source: the Open Molecules 2025 dataset
Level of theory: ωB97M-V/def2-TZVPD

Element x y z (Å)
C1 0.11 -0.55 -0.46
C2 -0.72 0.28 0.16
C3 -2.23 0.62 0.24
O1 -2.57 1.48 0.97
O2 -2.81 -0.35 -0.47
F1 -4.28 -0.52 -0.40
H1 1.21 -0.47 -0.44
H2 -0.09 -1.49 -1.07
H3 -0.28 1.08 0.79

Computed properties:
Energy, Eh: -366.28753
Largest force on an atom, eV/A: 2.45
Kohn-Sham gap, eV: 10.48
Relative energy (zero: lowest compared OMol25 entry of this formula, charge and spin), kcal per mole: 100.7
Lowest unoccupied orbital energy, eV: -0.59


Entry 6:
Formula: C3H3FO2
Source: the Open Molecules 2025 dataset
Level of theory: ωB97M-V/def2-TZVPD

Element x y z (Å)
C1 1.45 -0.16 -0.37
C2 0.36 0.24 0.38
C3 -0.56 1.14 0.10
O1 -1.31 1.94 -0.23
O2 -1.67 -0.96 0.72
F1 -2.20 -1.32 -0.51
H1 2.22 -0.80 -0.05
H2 1.40 0.22 -1.44
H3 0.31 -0.30 1.39

Computed properties:
Energy, Eh: -366.18873
Largest force on an atom, eV/A: 5.96
Kohn-Sham gap (spin up / spin down), eV: 8.31 / 6.24
Relative energy (zero: lowest compared OMol25 entry of this formula, charge and spin), kcal per mole: 162.7
Lowest unoccupied orbital energy (spin up / spin down), eV: -1.11 / -1.62


Entry 7:
Formula: C3H3FO2
Source: the Open Molecules 2025 dataset
Level of theory: ωB97M-V/def2-TZVPD

Element x y z (Å)
C1 -0.21 -0.43 0.34
C2 -0.88 -0.18 -3.61
C3 0.95 -0.13 0.86
O1 -1.20 -0.54 -0.27
O2 -1.92 -0.66 -2.95
F1 -1.15 -0.33 -4.95
H1 1.30 0.83 0.42
H2 -1.91 -0.41 -1.95
H3 1.26 -0.51 1.84

Computed properties:
Energy, Eh: -366.34685
Largest force on an atom, eV/A: 2.56
Kohn-Sham gap, eV: 10.04
Relative energy (zero: lowest compared OMol25 entry of this formula, charge and spin), kcal per mole: 63.5
Lowest unoccupied orbital energy, eV: 0.20


Entry 8:
Formula: C3H3FO2Pt
Source: the Open Molecules 2025 dataset
Level of theory: ωB97M-V/def2-TZVPD

Element x y z (Å)
H1 -1.61 0.90 0.58
F1 1.76 -0.42 0.86
O1 -0.38 -1.04 0.35
O2 -0.07 0.74 -0.91
C1 0.47 -0.17 1.13
C2 -0.11 1.10 0.50
C3 -1.03 -0.08 -0.33
H2 0.27 -0.30 2.20
H3 0.25 2.12 0.62
Pt1 -0.88 0.23 -2.65

Computed properties:
Energy, Eh: -484.63573
Charge: +2
Largest force on an atom, eV/A: 2.57
Kohn-Sham gap (spin up / spin down), eV: 8.96 / 7.96
Lowest unoccupied orbital energy (spin up / spin down), eV: -12.45 / -14.17
⟨S²⟩: 2.020
Spin multiplicity: 3